Below is a structure of composition C26H50NP3ReS in a non-equilibrium geometry, with properties calculated with ωB97M-V/def2-TZVPD.

The geometry in XYZ format:
```
82
Properties=species:S:1:pos:R:3:lowdin_spin:R:1
Re -0.3718 0.9916 -0.6344 1.280
P 1.4277 1.9512 0.2774 0.049
P -1.9954 1.0957 1.2421 0.016
P -1.1770 2.9722 -1.3463 0.036
H -0.5175 0.3987 -2.4836 0.017
C 0.4769 0.9238 -2.7292 0.003
C 1.7332 0.3704 -2.5154 0.225
H 2.4876 0.3623 -3.3225 0.010
C 2.8801 0.7967 0.4221 -0.002
C 1.5018 2.9243 1.8358 0.014
C 2.2348 3.1711 -0.8374 0.036
C -3.5473 0.1636 0.7947 0.002
C -1.7680 0.4026 2.9724 0.003
C -2.7757 2.6673 1.8276 0.004
C -0.5422 3.6360 -2.9420 0.028
C -1.1231 4.6063 -0.4469 -0.005
C -2.9611 2.7070 -1.7503 -0.004
H 0.6135 1.4514 -3.7119 -0.001
H 2.1145 0.0906 -1.5065 0.009
H 2.6824 -0.2202 0.0344 -0.001
H 3.1749 0.7186 1.4737 0.000
H 3.6818 1.2507 -0.1762 0.000
H 1.2408 2.3276 2.7252 0.000
H 0.8402 3.8052 1.7806 0.000
H 2.5530 3.2575 1.9025 0.001
H 2.3376 2.7584 -1.8469 0.003
H 3.2218 3.2991 -0.3789 0.003
H 1.6968 4.1220 -0.8534 0.001
H -4.4281 0.5441 1.3256 0.000
H -3.4475 -0.8943 1.0561 0.000
H -3.7213 0.2553 -0.2820 0.000
H -2.5862 0.6804 3.6656 0.000
H -0.8442 0.7883 3.4339 0.000
H -1.7407 -0.6967 2.9330 0.002
H -3.6177 2.4750 2.5104 0.000
H -3.1627 3.2654 0.9996 0.000
H -2.0449 3.2616 2.3859 0.000
H -0.8073 4.7006 -3.0617 0.004
H -0.9205 3.0677 -3.8005 0.000
H 0.5509 3.5349 -2.8993 -0.001
H -1.8988 5.2621 -0.8800 -0.001
H -0.1424 5.0839 -0.5882 0.000
H -1.3100 4.4991 0.6299 0.000
H -3.2166 3.4274 -2.5432 -0.001
H -3.6224 2.8427 -0.8826 0.000
H -3.0786 1.6802 -2.1318 0.000
C 0.9076 -3.4479 -3.5871 0.258
C -0.4776 -3.0961 -3.5340 0.055
C -1.4609 -4.0303 -3.9172 0.089
C -1.0971 -5.3369 -4.2724 0.259
C 0.2582 -5.6743 -4.3286 0.044
C 1.2376 -4.7398 -4.0405 0.077
S 2.2223 -2.5567 -3.0507 0.169
H 2.0667 -2.7798 -1.6681 0.039
H -0.7384 -2.1317 -3.0983 -0.001
H -2.5112 -3.7626 -3.9365 0.002
H -1.8492 -6.1593 -4.3928 0.008
H 0.5662 -6.6690 -4.6153 0.000
H 2.3052 -5.0352 -3.9825 0.001
C 1.3974 -2.6372 4.2648 0.000
N 1.0356 -1.2254 3.9612 0.000
C 1.6192 -0.3694 5.0396 0.000
C 1.4345 -0.7300 2.5858 0.004
C 0.7056 -1.3735 1.4215 0.031
C 1.1902 -2.6105 1.0228 0.005
C 0.4589 -3.4105 0.1282 0.018
C -0.8013 -2.9915 -0.2720 0.007
C -1.1824 -1.6846 -0.0655 0.054
C -0.3269 -0.7730 0.6050 0.146
H 2.4764 -2.6732 4.4703 0.000
H 1.1456 -3.2778 3.4157 0.000
H 0.8449 -2.9479 5.1677 0.000
H 0.0089 -1.1469 4.0135 0.000
H 2.6898 -0.5958 5.1104 0.000
H 1.4849 0.6913 4.8029 0.000
H 1.1437 -0.6028 6.0042 0.000
H 1.2543 0.3588 2.5990 0.000
H 2.5259 -0.9236 2.5469 0.000
H 2.1656 -2.9739 1.3648 0.000
H 0.8654 -4.3410 -0.2220 0.001
H -1.4542 -3.6652 -0.8259 0.000
H -2.1931 -1.4562 -0.3924 0.003
```

E_tot = -2574.2732 Eh
HOMO-LUMO gap (alpha / beta) = 5.780 / 4.853 eV
lowest unoccupied orbital energy (alpha / beta) = -12.4 / -14.6 eV
multiplicity = 4
energy relative to the best compared isomer or geometry (same formula, charge and spin) = 3.008 eV
total charge = +4